16
Properties=species:S:1:pos:R:3:forces:R:3 method="wB97M-V/def2-TZVPD" smiles="C=CCC[N+](=C)[S-]" e_above_lowest_ev=3.796 e_tot_ha=-648.71364
C 0.530957 0.734052 -1.180985 1.146 0.188 0.742
C -1.168558 1.087876 0.609487 0.728 -0.629 -1.725
C 0.759363 -0.779360 -0.697956 4.950 1.150 -2.950
C -0.129649 -0.787782 1.407897 -0.941 -3.069 -1.425
C -0.066900 1.521772 -0.062178 -1.728 0.998 0.047
N -0.035656 -1.419278 0.222541 -0.109 1.721 3.275
S -0.781066 -2.795231 -0.263207 -1.506 -1.205 -0.228
H 1.511308 1.187064 -1.618167 -1.550 -0.940 1.148
H -0.066977 0.547497 -2.049502 -0.972 0.566 -0.349
H -1.715469 0.279894 0.102909 -0.320 0.372 0.828
H -1.522846 1.549677 1.514412 -0.359 0.286 -0.130
H 0.773772 -1.326302 -1.633494 -0.372 -0.368 0.097
H 1.859585 -0.840276 -0.437812 -1.122 0.136 0.413
H 0.717722 -0.289487 1.755623 0.869 1.085 0.384
H -0.865152 -1.205268 2.089066 0.196 0.116 0.028
H 0.199564 2.535155 0.241366 1.091 -0.408 -0.157


15
Properties=species:S:1:pos:R:3:forces:R:3 method="wB97M-V/def2-TZVPD" e_above_lowest_ev=4.621 e_tot_ha=-399.79573
C 2.362809 -0.175469 0.029442 2.785 2.485 -0.652
C 0.097082 -0.626721 -0.020224 1.629 -0.959 -0.483
C -1.098166 -1.454006 0.052911 -0.686 0.982 0.668
C -2.099561 -0.439967 -0.067732 0.735 -5.893 1.513
C -0.213377 0.695154 -0.099380 -0.086 -1.796 1.642
H 2.588322 0.177238 1.111102 -0.416 -0.920 -1.366
H 1.984176 0.823747 -0.501962 2.260 -2.325 0.540
H 3.260447 -0.801848 -0.403364 -1.111 2.188 0.776
H -1.207871 -2.553904 0.509739 0.293 2.760 -1.757
H -3.110859 -0.698907 0.027588 -1.344 0.400 -0.067
H -2.098765 1.620354 -0.646378 1.749 -3.194 3.217
H -0.127717 2.447413 -0.332861 2.577 -0.605 1.475
N -1.574707 0.746786 0.125857 -2.073 6.682 -4.423
O 1.386661 -1.083437 -0.134096 -3.135 -2.545 0.829
O 0.543651 1.803993 0.132226 -3.178 2.738 -1.911